36
Properties=species:S:1:pos:R:3:forces:R:3:lowdin_charge:R:1 method="wB97M-V/def2-TZVPD" e_above_lowest_kcal_mol=37.83 smiles=O.O.O.O.O.O.O.O.O.O.O.O
O -1.720 2.987 0.392 0.29 -0.46 0.32 -0.08
O -0.848 -0.788 -3.664 0.51 0.16 0.20 -0.07
O 1.079 -0.535 -1.700 0.58 -0.01 0.03 -0.08
O 0.238 -3.047 -0.578 0.21 0.16 0.15 -0.06
O -2.132 1.358 -2.508 0.40 -0.20 0.01 -0.08
O 2.534 -0.064 0.587 0.06 0.00 0.42 -0.04
O 2.209 -2.628 1.770 -0.25 0.41 0.23 -0.06
O -0.535 0.551 0.500 0.48 -0.36 0.09 -0.04
O -2.811 -1.768 0.955 0.06 -0.04 0.08 -0.06
O 0.262 2.723 -2.293 0.58 0.22 0.05 -0.04
O -0.825 2.087 4.190 -0.02 0.14 0.03 -0.06
O 0.258 -0.572 3.033 0.58 -0.04 -0.04 -0.04
H -1.360 2.601 3.572 0.03 -0.08 0.01 0.04
H 2.712 -0.903 1.050 0.04 -0.16 -0.24 0.03
H 2.659 0.627 1.246 0.07 0.08 -0.24 0.07
H 1.298 -2.294 1.809 0.01 -0.29 -0.01 0.02
H -0.058 -0.810 3.914 -0.22 0.11 -0.15 0.08
H -0.085 0.220 1.295 -0.34 0.08 0.00 0.02
H -0.364 -1.582 -3.910 -0.14 0.00 -0.02 0.04
H -1.374 2.059 0.424 -0.40 0.87 -0.06 -0.01
H 1.216 -0.504 3.128 -0.10 -0.12 0.17 0.05
H -2.134 -1.094 0.821 -0.05 0.07 -0.13 0.00
H -1.913 0.585 -3.056 -0.41 0.48 0.22 -0.01
H 0.235 -3.437 -1.457 -0.06 0.02 0.03 0.03
H -0.049 1.834 3.682 -0.11 -0.03 -0.09 0.00
H 0.659 2.452 -3.130 -0.11 0.00 0.05 0.07
H 0.171 0.677 -0.148 -0.38 -0.01 0.03 0.02
H 2.106 -3.585 1.737 0.08 0.04 -0.18 0.06
H -1.277 3.392 -0.356 -0.09 -0.05 -0.07 0.00
H 0.587 -2.145 -0.705 -0.35 -0.37 -0.18 0.00
H -2.828 -2.255 0.125 0.06 0.04 0.02 0.03
H -1.275 1.727 -2.219 -0.72 -0.12 -0.29 -0.03
H 1.665 -0.233 -0.975 0.04 -0.07 -0.13 0.02
H 0.376 3.681 -2.267 -0.07 -0.08 -0.01 0.07
H 1.678 -0.918 -2.354 0.03 0.14 0.08 0.08
H -0.352 -0.400 -2.912 -0.25 -0.54 -0.37 0.01